No. 1
This record from OMol25 describes C11H7N2NiO6 as an isolated structure in a non-equilibrium geometry. The level of theory is the ωB97M-V functional and the def2-TZVPD basis.

CARTESIAN COORDINATES (ANGSTROEM)
O -1.0017 1.1158 -1.1319
C -0.1602 0.5585 -0.5581
Ni 1.1622 0.0348 0.1943
C 2.8232 -0.1583 0.8946
O 3.7631 -0.4818 1.4879
C -3.0951 -0.5205 0.6282
O -2.5446 -0.0710 1.6771
C -2.7562 -1.3685 -0.4879
O -2.5106 -1.7292 -1.5563
C 1.9998 1.2969 -0.7831
O 2.4255 2.0908 -1.5364
H -4.0610 -0.5189 0.7399
N 0.6746 -3.3501 5.7643
C 0.6403 -2.2245 4.9683
O 0.8988 -1.1082 5.4138
C 0.2364 -2.4195 3.5395
C -0.3965 -3.5559 3.0195
C -0.5809 -3.6561 1.6458
C -0.1896 -2.6141 0.8097
N 0.4054 -1.5294 1.3293
C 0.5534 -1.3696 2.6588
H 1.1213 -3.2146 6.6604
H 0.7835 -4.2602 5.3596
H -0.7316 -4.3422 3.6919
H -1.0240 -4.5280 1.1942
H -0.3295 -2.6280 -0.2691
H 0.9606 -0.4105 3.0133

Total charge   +1
LUMO (alpha / beta)   -5.03 / -5.28 eV
Spin multiplicity   3
Energy above the lowest of the compared OMol25 structures with the same formula, charge and spin   39.5 kcal/mol

What are the Löwdin partial charges on each atom? They are as follows, in elementary charge units:
1. O 0.20
2. C -0.20
3. Ni 0.40
4. C -0.07
5. O 0.20
6. C -0.24
7. O 0.01
8. C -0.06
9. O 0.22
10. C -0.10
11. O 0.20
12. H 0.07
13. N 0.18
14. C -0.46
15. O 0.08
16. C -0.08
17. C 0.04
18. C 0.00
19. C -0.09
20. N 0.00
21. C -0.02
22. H 0.12
23. H 0.10
24. H 0.13
25. H 0.12
26. H 0.12
27. H 0.14

No. 2
This record from OMol25 describes C4H8N2 as an isolated structure in a non-equilibrium geometry. The level of theory is the ωB97M-V functional and the def2-TZVPD basis.

CARTESIAN COORDINATES (ANGSTROEM)
C -1.0534 -1.1143 -0.2809
N -1.0215 -0.6034 -1.6007
C 0.3673 -0.4870 -1.1914
C 0.3647 -0.2541 0.2682
C 1.1392 1.5256 0.8159
N -0.1560 1.0393 0.7350
H -0.9572 -2.1953 -0.2089
H -1.8104 -0.6888 0.4007
H -1.4652 0.3148 -1.6279
H 1.0380 -1.2437 -1.5868
H 0.9631 -0.8227 0.9696
H 1.5916 1.8712 -0.1106
H 1.5968 1.7440 1.7776
H -0.5969 0.9144 1.6402

LUMO (alpha / beta)   0.70 / 0.75 eV
Energy above the lowest of the compared OMol25 structures with the same formula, charge and spin   148.6 kcal/mol

What are the natural (NBO) partial charges on each atom? They are as follows, in elementary charge units:
1. C -0.15
2. N -0.62
3. C -0.09
4. C -0.14
5. C -0.23
6. N -0.63
7. H 0.20
8. H 0.19
9. H 0.37
10. H 0.18
11. H 0.20
12. H 0.18
13. H 0.17
14. H 0.36

No. 3
This record from OMol25 describes C26H17CuN5O5 as an isolated structure. The level of theory is the ωB97M-V functional and the def2-TZVPD basis.

CARTESIAN COORDINATES (ANGSTROEM)
Cu 0.6531 0.2233 0.3557
O -0.1924 -4.8141 2.0441
C -0.3400 -4.9901 0.7254
C -0.8431 -6.2147 0.2745
C -1.0151 -6.4512 -1.0774
C -0.6901 -5.4717 -2.0134
C -0.1967 -4.2559 -1.5666
C -0.0164 -3.9887 -0.2118
C 0.4933 -2.6328 0.1909
O 0.6476 -1.7590 -0.6985
N 0.7244 -2.4975 1.4959
N 1.1499 -1.2066 1.7652
C 1.7515 -0.9916 2.8633
C 2.3777 0.2945 3.1877
C 2.7756 0.4862 4.5115
C 3.4396 1.6201 4.9449
C 3.7420 2.6004 3.9956
C 3.3880 2.4419 2.6725
C 2.6836 1.2935 2.1890
O 2.3759 1.2058 0.9499
H 0.1841 -3.8770 2.1541
H -1.0915 -6.9658 1.0142
H -1.4034 -7.4089 -1.4050
H -0.8142 -5.6590 -3.0728
H 0.0687 -3.4654 -2.2588
H 1.8597 -1.8098 3.5832
H 2.5465 -0.3016 5.2250
H 3.7255 1.7365 5.9821
H 4.2737 3.4962 4.3012
H 3.6435 3.1927 1.9315
O -2.8349 4.9007 -4.5407
N -2.0016 4.9040 -3.6559
O -1.2643 5.8419 -3.4172
C -1.8244 3.6552 -2.8598
C -2.4103 2.5657 -3.3755
C -2.3170 1.2990 -2.7245
C -2.8892 0.1296 -3.2576
C -2.7637 -1.0407 -2.5650
C -2.0853 -1.0191 -1.3310
N -1.5353 0.0595 -0.8241
C -1.6250 1.2047 -1.5192
C -0.9575 2.3844 -0.9765
N -0.2584 2.1955 0.1635
C 0.3304 3.2317 0.7169
C 0.2775 4.5135 0.1527
C -0.3972 4.7159 -1.0169
C -1.0535 3.6257 -1.6311
H -2.9576 2.6571 -4.3037
H -3.4114 0.1729 -4.2067
H -3.1668 -1.9716 -2.9401
H -1.9975 -1.9268 -0.7456
H 0.8756 3.0465 1.6333
H 0.7880 5.3329 0.6403
H -0.4213 5.6920 -1.4690

Total charge   -1
LUMO   1.01 eV

What are the natural (NBO) partial charges on each atom? They are as follows, in elementary charge units:
1. Cu 0.90
2. O -0.72
3. C 0.43
4. C -0.32
5. C -0.20
6. C -0.29
7. C -0.16
8. C -0.24
9. C 0.59
10. O -0.77
11. N -0.53
12. N -0.37
13. C 0.09
14. C -0.23
15. C -0.15
16. C -0.33
17. C -0.21
18. C -0.30
19. C 0.39
20. O -0.82
21. H 0.50
22. H 0.21
23. H 0.20
24. H 0.20
25. H 0.23
26. H 0.16
27. H 0.19
28. H 0.19
29. H 0.19
30. H 0.19
31. O -0.39
32. N 0.54
33. O -0.39
34. C 0.04
35. C -0.14
36. C -0.12
37. C -0.13
38. C -0.26
39. C 0.11
40. N -0.41
41. C 0.17
42. C 0.25
43. N -0.48
44. C 0.10
45. C -0.25
46. C -0.15
47. C -0.13
48. H 0.25
49. H 0.21
50. H 0.22
51. H 0.22
52. H 0.23
53. H 0.22
54. H 0.24

No. 4
This record from OMol25 describes one molecule with the formula H3O3P in a non-equilibrium geometry. The level of theory is the ωB97M-V functional and the def2-TZVPD basis.

CARTESIAN COORDINATES (ANGSTROEM)
O -1.5018 0.7378 -0.0660
O -1.1349 -0.4620 -0.6075
P 0.8970 -0.3818 -0.9361
O 1.2019 0.0788 0.6085
H -1.2078 0.7958 0.9127
H 0.9309 -1.6645 -0.6743
H 0.8146 0.8958 0.7626

LUMO   0.04 eV
Energy above the lowest of the compared OMol25 structures with the same formula, charge and spin   128.2 kcal/mol

What are the natural (NBO) partial charges on each atom? They are as follows, in elementary charge units:
1. O -0.45
2. O -0.47
3. P 1.09
4. O -0.97
5. H 0.43
6. H -0.12
7. H 0.48

No. 5
This record from OMol25 describes a 2-piece molecular cluster, C3H4N2OS overall in a non-equilibrium geometry. The level of theory is the ωB97M-V functional and the def2-TZVPD basis.

CARTESIAN COORDINATES (ANGSTROEM)
C -1.2192 -0.1392 -0.3213
C -0.0656 -0.8087 -0.2570
C 0.2607 1.4238 -0.1446
H -2.5629 -1.5167 0.7954
H 0.2452 -1.9062 -0.5450
H 2.7153 -0.1044 1.2003
H 0.7629 2.3616 0.1646
N 0.8767 0.2458 -0.3228
N -1.0642 1.1836 -0.2260
O -2.5301 -0.4922 -0.1356
S 2.5812 -0.2475 -0.2079

LUMO   -0.26 eV
Energy above the lowest of the compared OMol25 structures with the same formula, charge and spin   95.2 kcal/mol

What are the natural (NBO) partial charges on each atom? They are as follows, in elementary charge units:
1. C 0.36
2. C -0.20
3. C 0.18
4. H 0.46
5. H 0.24
6. H 0.13
7. H 0.22
8. N -0.47
9. N -0.46
10. O -0.63
11. S 0.18

No. 6
This record from OMol25 describes C3H4Cl2 as an isolated structure in a non-equilibrium geometry. The level of theory is the ωB97M-V functional and the def2-TZVPD basis.

CARTESIAN COORDINATES (ANGSTROEM)
C 1.1562 -0.8514 -0.9986
C 0.4343 0.0508 -0.1002
C 0.1556 -0.1546 1.1617
H 1.4373 -1.9225 -0.5055
H 2.1508 -0.3705 -1.2299
H 0.3603 1.0467 -0.4571
H 0.4089 -0.9487 1.8140
Cl -0.1170 -0.6896 -2.2292
Cl -0.7556 1.1559 2.2293

LUMO   0.73 eV
Energy above the lowest of the compared OMol25 structures with the same formula, charge and spin   30.9 kcal/mol

What are the natural (NBO) partial charges on each atom? They are as follows, in elementary charge units:
1. C -0.41
2. C -0.26
3. C -0.11
4. H 0.24
5. H 0.24
6. H 0.23
7. H 0.21
8. Cl -0.01
9. Cl -0.13

No. 7
This record from OMol25 describes C10H36CoN13O8 as an isolated structure in a non-equilibrium geometry. The level of theory is the ωB97M-V functional and the def2-TZVPD basis.

CARTESIAN COORDINATES (ANGSTROEM)
Co -1.2716 -0.5180 -0.4874
O 0.4811 0.2923 -0.9498
H 0.5936 1.1247 -0.4795
C -1.4758 2.9153 2.4137
C -1.7984 1.4885 2.0003
C -3.0741 1.0141 2.6694
O -3.3814 -0.3520 2.5435
C -4.6579 -0.6589 3.0593
N -1.9870 1.3200 0.5427
H -1.3291 2.9846 3.4909
H -2.2768 3.6207 2.1704
H -0.5887 3.2405 1.8733
H -0.9626 0.8599 2.2960
H -3.9300 1.6169 2.3227
H -3.0136 1.2975 3.7334
H -4.9645 -1.6413 2.7149
H -5.4257 0.0677 2.7617
H -4.6604 -0.5987 4.1557
H -1.4611 1.9747 -0.0399
H -2.9263 1.6885 0.3773
C -0.5983 -2.9023 -2.3931
O -1.1741 -2.3871 -1.4188
N 0.4396 -2.3298 -3.0502
N -0.9230 -4.1855 -2.7282
H 0.9641 -2.8859 -3.7010
H 0.8632 -1.5629 -2.5510
H -1.6615 -4.6038 -2.1913
H -0.6668 -4.5843 -3.6132
C 2.8372 2.6028 2.8671
O 2.7789 3.1162 3.9775
N 2.1574 1.4449 2.5601
N 3.7040 2.9907 1.8851
H 2.4060 0.9503 1.7173
H 1.4912 1.0988 3.2167
H 3.9906 2.3290 1.1823
H 4.1245 3.8923 2.0051
C 2.6262 1.4062 -3.7172
O 3.0688 1.7240 -4.8050
N 1.5523 0.5670 -3.5898
N 3.0873 1.9172 -2.5285
H 1.1198 0.3846 -2.6859
H 1.1678 0.2110 -4.4426
H 3.9081 2.4941 -2.5440
H 2.9024 1.4270 -1.6673
C 0.0487 -1.7994 2.2557
O -0.4142 -1.3521 1.1909
N -0.7148 -1.9994 3.3534
N 1.3758 -2.0035 2.3922
H -1.6897 -1.7615 3.2462
H -0.3029 -2.0529 4.2673
H 1.9955 -1.8236 1.6189
H 1.7210 -2.5345 3.1720
C 3.8853 -0.5786 -0.0228
O 3.8409 0.6275 0.2400
N 5.0693 -1.2451 0.0792
N 2.7842 -1.2907 -0.3885
H 5.2398 -2.1356 -0.3488
H 5.8255 -0.6180 0.2951
H 1.9142 -0.7791 -0.6188
H 2.9503 -2.2070 -0.7689
C -2.8693 -0.1029 -3.2506
O -2.0272 0.1752 -2.3837
N -2.5136 -0.2381 -4.5524
N -4.1826 -0.2908 -2.9509
H -1.5332 -0.1421 -4.7481
H -3.1946 -0.1899 -5.2873
H -4.4614 0.0188 -2.0398
H -4.8023 -0.5282 -3.7029

Total charge   +1
LUMO (alpha / beta)   -2.34 / -2.42 eV
Spin multiplicity   4

What are the natural (NBO) partial charges on each atom? They are as follows, in elementary charge units:
1. Co 1.60
2. O -1.26
3. H 0.46
4. C -0.63
5. C -0.07
6. C -0.07
7. O -0.56
8. C -0.26
9. N -0.90
10. H 0.24
11. H 0.21
12. H 0.23
13. H 0.21
14. H 0.16
15. H 0.18
16. H 0.20
17. H 0.17
18. H 0.18
19. H 0.40
20. H 0.38
21. C 0.81
22. O -0.76
23. N -0.83
24. N -0.82
25. H 0.41
26. H 0.43
27. H 0.42
28. H 0.40
29. C 0.77
30. O -0.66
31. N -0.88
32. N -0.87
33. H 0.41
34. H 0.39
35. H 0.42
36. H 0.41
37. C 0.77
38. O -0.66
39. N -0.90
40. N -0.86
41. H 0.42
42. H 0.39
43. H 0.40
44. H 0.40
45. C 0.81
46. O -0.79
47. N -0.83
48. N -0.82
49. H 0.43
50. H 0.41
51. H 0.43
52. H 0.40
53. C 0.79
54. O -0.74
55. N -0.83
56. N -0.89
57. H 0.40
58. H 0.42
59. H 0.46
60. H 0.39
61. C 0.80
62. O -0.76
63. N -0.82
64. N -0.82
65. H 0.42
66. H 0.41
67. H 0.41
68. H 0.41

No. 8
This record from OMol25 describes an isolated ion of composition C3H3N2S2 and charge +1 in a non-equilibrium geometry. The level of theory is the ωB97M-V functional and the def2-TZVPD basis.

CARTESIAN COORDINATES (ANGSTROEM)
C -3.7275 -0.6025 0.0852
C -0.9567 0.4680 0.0622
C -1.4071 -0.9215 -0.0503
N -2.6564 -1.2237 -0.0140
N 0.3270 0.7800 0.2499
S -2.1458 1.6479 -0.0296
S -5.2283 -0.2827 0.1670
H -0.6960 -1.7354 -0.1100
H 1.0487 0.0739 0.2585
H 0.6129 1.7483 0.2361

Total charge   +1
LUMO   -7.39 eV
Energy above the lowest of the compared OMol25 structures with the same formula, charge and spin   0.0 kcal/mol

What are the natural (NBO) partial charges on each atom? They are as follows, in elementary charge units:
1. C 0.19
2. C -0.02
3. C 0.25
4. N -0.42
5. N -0.70
6. S 0.07
7. S 0.52
8. H 0.24
9. H 0.42
10. H 0.44